Entry 1:
The following is a quantum chemistry calculation of a 10-piece molecular cluster, C23H29Cl37O3 overall, from OMol25.

Structure (ORCA input):
```
! wB97M-V def2-TZVPD RIJCOSX def2/J DEFGRID3
* xyz 0 1
C 4.968 0.926 0.615
O 4.176 0.566 1.726
C 3.342 -0.557 1.471
C 1.897 -0.130 1.158
C 0.855 -0.571 2.198
C 0.044 -1.812 1.792
C -1.254 -1.483 1.035
C -2.374 -2.469 1.366
C -3.775 -2.148 0.792
C -3.976 -0.742 0.220
C -4.090 0.358 1.293
C -5.340 1.227 1.216
C -6.651 0.450 1.069
O -6.622 -0.718 1.883
C -7.284 -1.803 1.373
Cl -9.081 -1.586 1.342
O -5.230 2.106 0.105
C -5.756 3.400 0.326
H 4.346 1.185 -0.250
H 5.639 0.107 0.326
H 5.572 1.786 0.899
H 3.380 -1.191 2.361
H 3.755 -1.123 0.631
H 1.608 -0.534 0.182
H 1.905 0.955 1.052
H 1.361 -0.775 3.145
H 0.161 0.249 2.392
H -0.209 -2.377 2.692
H 0.673 -2.454 1.169
H -1.555 -0.459 1.265
H -1.058 -1.529 -0.042
H -2.440 -2.563 2.454
H -2.062 -3.454 1.006
H -4.050 -2.895 0.044
H -4.499 -2.259 1.602
H -4.886 -0.755 -0.384
H -3.176 -0.497 -0.480
H -4.022 -0.074 2.294
H -3.254 1.053 1.190
H -5.396 1.822 2.137
H -7.498 1.072 1.373
H -6.800 0.198 0.014
H -7.093 -2.651 2.022
H -6.998 -2.023 0.342
H -5.923 3.859 -0.646
H -6.712 3.368 0.858
H -5.052 4.017 0.896
C 4.611 4.829 1.815
Cl 4.363 3.610 3.055
Cl 3.539 4.515 0.442
Cl 4.269 6.433 2.462
Cl 6.294 4.765 1.261
C -3.832 -6.372 2.282
Cl -3.028 -6.666 0.738
Cl -5.197 -5.283 2.000
Cl -4.414 -7.893 2.957
Cl -2.697 -5.622 3.408
C -0.863 -6.755 -2.827
Cl -1.118 -6.377 -4.527
Cl 0.672 -7.617 -2.641
Cl -0.806 -5.265 -1.882
Cl -2.184 -7.776 -2.246
C 5.621 -0.697 -3.103
Cl 7.227 -0.442 -2.413
Cl 4.760 0.844 -3.183
Cl 5.775 -1.369 -4.726
Cl 4.715 -1.818 -2.083
C 5.088 4.249 7.225
Cl 6.174 4.143 8.613
Cl 4.765 2.624 6.608
Cl 3.568 5.000 7.722
Cl 5.837 5.218 5.957
C 1.147 -2.467 -4.554
Cl 1.761 -4.073 -4.155
Cl 1.995 -1.842 -5.969
Cl -0.583 -2.559 -4.893
Cl 1.427 -1.393 -3.179
C 5.822 9.752 0.110
Cl 4.089 9.771 0.459
Cl 6.084 10.055 -1.610
Cl 6.629 11.003 1.059
Cl 6.466 8.166 0.532
C 2.214 8.763 -3.328
Cl 2.928 7.553 -2.257
Cl 2.991 8.673 -4.912
Cl 0.485 8.447 -3.501
Cl 2.455 10.374 -2.649
C 0.278 -8.719 -7.918
Cl 1.704 -9.162 -8.860
Cl -1.088 -9.723 -8.407
Cl 0.601 -8.956 -6.201
Cl -0.110 -7.017 -8.206
*
```

The total energy is -493789.5052 eV. The HOMO energy comes out at -9.599 eV.

These are the Löwdin partial charges, in e, on atoms 1 to 4: -0.140, -0.226, -0.214, -0.155

***

Entry 2:
The following is a quantum chemistry calculation of C23H29ClGaN7OSSbSe4 as an isolated structure, from OMol25.

Structure (ORCA input):
```
! wB97M-V def2-TZVPD RIJCOSX def2/J DEFGRID3
* xyz -1 1
Ga 2.220 -3.440 0.586
N 4.453 -1.262 2.178
C 3.242 -0.737 2.073
S 2.914 0.674 1.242
N 2.257 -1.396 2.826
N 1.597 -2.303 2.226
C 0.550 -2.878 2.821
C -0.056 -3.977 2.170
C -1.230 -4.607 2.638
C -1.766 -5.649 1.930
C -1.153 -6.091 0.747
C -0.008 -5.450 0.345
N 0.521 -4.435 1.035
H 5.210 -0.876 1.632
H 4.595 -2.204 2.526
H 0.215 -2.518 3.783
H -1.693 -4.244 3.545
H -2.670 -6.130 2.282
H -1.551 -6.913 0.172
H 0.530 -5.739 -0.550
Se 7.284 -2.982 1.464
Sb 5.966 -4.662 0.330
Se 2.743 -2.752 -1.559
Se 3.755 -4.859 1.699
Se 4.968 -3.453 -1.845
C -2.071 2.573 -3.825
C -1.477 1.657 -2.743
C -1.671 0.197 -3.199
C 0.036 1.913 -2.689
C -2.209 1.905 -1.375
O -3.504 1.300 -1.413
C -2.493 3.390 -1.008
C -1.390 4.444 -0.819
C -0.510 4.254 0.395
C -1.069 4.228 1.671
C -0.286 4.025 2.795
C 1.080 3.846 2.646
Cl 2.065 3.580 4.050
C 1.666 3.876 1.394
C 0.866 4.086 0.279
C -1.512 1.260 -0.174
N -1.187 -0.145 -0.293
C 0.040 -0.670 -0.362
N -0.025 -1.982 -0.390
C -1.363 -2.217 -0.328
N -2.108 -1.137 -0.263
H -1.599 2.346 -4.782
H -1.903 3.631 -3.618
H -3.146 2.418 -3.958
H -1.561 0.140 -4.283
H -2.652 -0.190 -2.928
H -0.922 -0.466 -2.765
H 0.464 1.677 -3.666
H 0.538 1.275 -1.965
H 0.290 2.945 -2.466
H -3.978 1.655 -2.173
H -3.075 3.336 -0.084
H -3.189 3.768 -1.761
H -1.901 5.407 -0.720
H -0.769 4.534 -1.707
H -2.139 4.359 1.792
H -0.728 3.997 3.782
H 2.729 3.711 1.292
H 1.327 4.094 -0.700
H -2.144 1.395 0.704
H -0.569 1.765 0.017
H 0.950 -0.090 -0.340
H -1.793 -3.207 -0.313
*
```

The total energy is -380462.6627 eV. The HOMO energy comes out at -4.138 eV.

These are the Löwdin partial charges, in e, on atoms 1 to 4: -0.255, 0.106, -0.934, 0.611

***

Entry 3:
The following is a quantum chemistry calculation of C23H29CoF7N2O2SSi as an isolated structure, from OMol25.

Structure (ORCA input):
```
! wB97M-V def2-TZVPD RIJCOSX def2/J DEFGRID3
* xyz -2 4
Co -0.280 0.160 -0.927
C -2.534 -2.220 0.373
C -1.142 -2.737 0.047
N -0.070 -1.740 0.167
C 1.247 -2.385 -0.070
C 1.365 -3.161 -1.368
C -0.049 -1.123 1.504
C 1.055 -0.081 1.639
N 1.063 0.772 0.458
C 1.860 1.845 0.432
C 1.868 2.665 -0.732
F 1.071 2.308 -1.759
C 2.638 3.786 -0.869
F 2.564 4.486 -2.024
C 3.491 4.226 0.130
C 3.508 3.454 1.276
F 4.317 3.825 2.295
C 2.738 2.324 1.439
F 2.861 1.679 2.626
H -3.269 -2.980 0.102
H -2.748 -1.315 -0.198
H -2.663 -1.996 1.433
H -1.137 -3.084 -0.985
H -0.902 -3.600 0.689
H 1.465 -3.049 0.781
H 2.008 -1.608 -0.062
H 0.764 -4.072 -1.374
H 2.411 -3.450 -1.483
H 1.088 -2.551 -2.227
H 0.074 -1.893 2.283
H -1.012 -0.629 1.654
H 2.023 -0.567 1.784
H 0.839 0.479 2.556
H 4.105 5.105 0.019
O 1.757 -4.238 6.369
C 2.196 -4.888 5.244
O 2.057 -6.089 5.208
C 2.802 -4.064 4.194
C 3.262 -4.695 3.030
C 3.850 -3.987 2.010
C 4.034 -2.578 2.070
S 4.743 -1.684 0.798
C 3.562 -1.954 3.258
C 2.970 -2.672 4.271
H 1.922 -3.295 6.261
H 3.139 -5.768 2.950
H 4.190 -4.501 1.119
H 3.680 -0.882 3.351
H 2.638 -2.100 5.136
C -1.913 3.360 -1.076
Si -2.297 1.524 -0.730
C -3.735 1.147 -1.935
C -3.182 1.605 0.970
H -2.814 3.983 -1.011
H -1.478 3.483 -2.071
H -1.184 3.742 -0.355
H -4.597 1.800 -1.753
H -4.075 0.110 -1.850
H -3.402 1.294 -2.966
H -4.037 2.292 0.936
H -2.496 1.963 1.745
H -3.556 0.626 1.288
F -0.935 -1.362 -3.322
C -0.142 -0.261 -2.968
F -0.632 0.735 -3.792
F 1.075 -0.569 -3.546
*
```

Its expectation value of S² is 3.761. The total energy is -106761.6668 eV. The HOMO energy (alpha / beta) comes out at -1.482 / -1.902 eV.

These are the Löwdin partial charges, in e, on atoms 1 to 4: 0.564, -0.091, -0.248, -0.226

***

Entry 4:
The following is a quantum chemistry calculation of one molecule with the formula C23H29FN4O4, from OMol25.

Structure (ORCA input):
```
! wB97M-V def2-TZVPD RIJCOSX def2/J DEFGRID3
* xyz 0 1
O 0.567 3.393 -1.235
C 0.695 2.798 -0.179
N 1.839 2.548 0.464
H 1.759 2.001 1.313
C 3.144 2.861 -0.057
H 3.007 3.528 -0.911
H 3.740 3.371 0.704
C 3.882 1.600 -0.512
H 3.288 1.092 -1.291
C 4.198 0.612 0.623
H 3.400 -0.113 0.768
H 4.352 1.161 1.553
C 5.508 -0.043 0.162
H 6.265 -0.005 0.943
C 5.927 0.800 -1.059
H 5.738 0.245 -1.989
O 5.139 1.971 -1.036
H 6.972 1.110 -1.038
H 5.358 -1.083 -0.121
C -0.517 2.233 0.568
O -0.399 1.584 1.595
N -1.660 2.518 -0.061
H -1.561 3.036 -0.928
C -2.952 2.031 0.337
H -3.671 2.855 0.328
H -2.851 1.655 1.356
C -3.477 0.909 -0.597
N -2.717 -0.327 -0.605
C -2.435 -0.915 0.691
H -3.345 -0.892 1.293
C -2.008 -2.370 0.466
N -0.860 -2.470 -0.407
C 0.421 -2.472 0.109
C 1.521 -2.876 -0.665
C 2.800 -2.976 -0.163
C 3.043 -2.689 1.170
C 1.983 -2.294 1.968
C 0.707 -2.183 1.451
H -0.082 -1.851 2.105
H 2.151 -2.059 3.009
H 4.038 -2.777 1.575
H 3.589 -3.303 -0.823
F 1.351 -3.218 -1.971
C -1.151 -1.834 -1.676
C -1.543 -0.367 -1.452
H -1.776 0.097 -2.413
H -0.680 0.158 -1.008
H -0.298 -1.884 -2.347
H -1.992 -2.362 -2.134
H -1.803 -2.871 1.412
H -2.830 -2.895 -0.031
H -1.636 -0.374 1.223
C -4.904 0.598 -0.250
C -5.587 0.580 0.932
C -6.905 0.165 0.623
C -6.924 -0.038 -0.721
O -5.721 0.223 -1.255
H -7.701 -0.352 -1.389
H -7.718 0.039 1.309
H -5.211 0.836 1.902
H -3.468 1.284 -1.628
*
```

The total energy is -41189.7314 eV. The HOMO energy comes out at -7.717 eV.

These are the Löwdin partial charges, in e, on atoms 1 to 4: 0.070, -0.408, 0.098, 0.142

***

Entry 5:
The following is a quantum chemistry calculation of C23H29GeN11OS2Zr as an isolated structure in a non-equilibrium geometry, from OMol25.

Structure (ORCA input):
```
! wB97M-V def2-TZVPD RIJCOSX def2/J DEFGRID3
* xyz 0 1
Zr 0.112 0.817 -0.501
C -3.222 2.788 -2.542
C -2.293 1.786 -1.931
N -1.584 2.091 -0.813
N -1.959 3.155 -0.028
C -1.781 3.023 1.281
N -2.077 4.061 2.102
S -1.278 1.526 1.887
C -2.115 0.478 -2.377
C -2.650 -0.051 -3.590
C -2.590 -1.381 -3.848
C -1.969 -2.245 -2.903
C -1.390 -1.695 -1.802
N -1.399 -0.368 -1.508
H -3.862 3.220 -1.770
H -2.665 3.599 -3.023
H -3.863 2.322 -3.284
H -2.069 4.072 -0.442
H -1.882 4.991 1.760
H -1.805 3.902 3.058
H -3.087 0.628 -4.309
H -3.006 -1.786 -4.761
H -1.927 -3.312 -3.068
H -0.900 -2.336 -1.078
C 2.311 -1.452 -3.679
C 1.730 -0.997 -2.377
N 1.115 0.162 -2.300
N 0.904 0.808 -3.464
C 0.646 2.093 -3.375
N 0.244 2.709 -4.528
S 0.845 3.034 -1.954
C 1.786 -1.759 -1.162
C 2.407 -3.013 -1.066
C 2.394 -3.685 0.128
C 1.756 -3.120 1.228
C 1.142 -1.890 1.090
N 1.156 -1.214 -0.081
H 2.789 -0.603 -4.165
H 3.043 -2.243 -3.540
H 1.526 -1.804 -4.351
H 0.417 2.186 -5.373
H 0.414 3.699 -4.576
H 2.877 -3.449 -1.933
H 2.872 -4.651 0.221
H 1.727 -3.637 2.175
H 0.883 -0.278 2.434
O 1.626 1.412 0.584
N 2.520 1.963 1.343
C 2.481 3.240 1.557
C 3.504 3.790 2.392
N 4.303 4.277 3.058
C 1.512 4.176 1.080
N 0.703 4.922 0.745
C -0.887 -0.847 5.008
Ge 0.125 -2.156 3.946
C 1.799 -2.621 4.885
C -0.924 -3.810 3.689
C 0.399 -1.233 2.211
H -1.179 -1.250 5.977
H -1.783 -0.537 4.470
H -0.276 0.041 5.172
H 1.550 -3.285 5.713
H 2.280 -1.733 5.292
H 2.515 -3.132 4.242
H -0.903 -4.403 4.603
H -0.519 -4.416 2.879
H -1.964 -3.582 3.454
H -0.605 -0.998 1.841
*
```

The total energy is -122227.4346 eV. The HOMO energy (alpha / beta) comes out at -5.518 / -5.515 eV.

These are the Löwdin partial charges, in e, on atoms 1 to 4: 1.493, -0.025, -0.330, -0.289

***

Entry 6:
The following is a quantum chemistry calculation of C23H29N3O4 as an isolated structure in a non-equilibrium geometry, from OMol25.

Structure (ORCA input):
```
! wB97M-V def2-TZVPD RIJCOSX def2/J DEFGRID3
* xyz 0 1
C 3.048 -2.530 -0.258
H 2.665 -3.175 -1.213
O 2.916 -1.263 -0.529
C 1.614 -0.568 -0.773
C 1.513 0.854 -1.008
C 0.578 1.697 -1.180
C -0.626 1.106 -1.201
C -0.734 -0.361 -1.321
C 0.394 -1.109 -0.987
O 0.307 -2.540 -0.674
C -0.673 -3.184 -0.917
C -0.458 -4.601 -1.228
C -0.114 -5.320 0.147
N -0.694 -5.188 1.296
C -1.495 -6.231 1.702
O -1.167 -7.279 1.519
C -2.528 -5.990 3.060
H -3.233 -5.303 2.698
H -1.851 -5.633 3.692
H -2.705 -6.913 3.337
C -1.088 -3.728 1.517
H 0.078 -3.160 1.867
C -1.613 -3.100 0.415
H -2.572 -3.507 0.347
H -1.870 -2.077 0.364
H -1.652 -3.762 2.488
H 0.893 -4.826 0.472
H 0.377 -6.452 -0.079
H -1.394 -5.131 -1.248
H 0.189 -4.780 -1.826
H -1.332 -2.866 -1.811
H -1.746 -0.802 -1.408
H -1.426 1.540 -1.643
C 0.550 3.144 -1.413
O -0.187 3.734 -2.118
N 1.871 3.668 -0.844
H 2.085 3.189 -0.224
C 1.814 5.188 -0.417
C 3.150 5.725 -0.726
H 3.269 6.896 -0.631
H 3.695 5.251 0.280
H 3.746 5.565 -1.497
H 1.067 5.667 -1.445
C 0.890 5.638 0.766
C -0.298 4.971 0.672
N -0.398 3.513 1.327
C -1.528 2.900 1.404
C -2.770 3.337 0.928
C -2.629 4.677 0.152
C -1.394 5.578 0.262
H -1.445 6.414 -0.219
H -3.562 5.104 -0.182
H -3.543 2.634 0.746
H -1.402 1.922 1.867
H 1.605 5.135 1.661
H 1.057 6.604 0.879
H 2.642 1.325 -0.913
H 2.513 -2.779 0.569
H 4.176 -2.680 -0.211
*
```

The total energy is -36963.5755 eV. The HOMO energy comes out at -8.484 eV.

These are the Löwdin partial charges, in e, on atoms 1 to 4: -0.183, 0.142, -0.082, -0.040

***

Entry 7:
The following is a quantum chemistry calculation of one molecule with the formula C23H29N3O4, from OMol25.

Structure (ORCA input):
```
! wB97M-V def2-TZVPD RIJCOSX def2/J DEFGRID3
* xyz 0 1
C -4.086 -1.116 -0.750
C -4.716 -0.811 0.599
O -4.229 0.433 1.053
C -4.710 0.798 2.329
C -4.090 2.128 2.752
H -4.282 2.869 1.976
H -4.573 2.454 3.674
C -2.584 2.017 2.983
N -1.894 1.794 1.735
C -0.734 2.391 1.420
O -0.124 3.136 2.157
C -0.235 2.014 0.019
N 1.055 2.630 -0.209
C 1.486 2.942 -1.439
O 0.781 2.978 -2.428
C 3.011 3.106 -1.510
N 3.531 1.758 -1.661
C 3.593 0.911 -0.603
O 3.517 1.298 0.550
C 3.793 -0.523 -0.951
C 3.173 -1.104 -2.053
C 3.342 -2.451 -2.312
C 4.127 -3.229 -1.476
C 4.729 -2.661 -0.365
C 4.555 -1.316 -0.099
H 5.006 -0.857 0.768
H 5.330 -3.269 0.295
H 4.261 -4.280 -1.686
H 2.857 -2.898 -3.167
H 2.526 -0.519 -2.692
H 3.490 1.368 -2.589
H 3.411 3.536 -0.591
H 3.299 3.704 -2.374
H 1.712 2.566 0.559
C -0.085 0.515 -0.126
C 0.611 -0.205 0.840
C 0.825 -1.559 0.682
C 0.354 -2.231 -0.442
C -0.331 -1.505 -1.406
C -0.547 -0.146 -1.254
H -1.067 0.408 -2.022
H -0.698 -2.007 -2.291
C 0.570 -3.706 -0.588
H -0.132 -4.250 0.046
H 1.578 -3.977 -0.280
H 0.416 -4.023 -1.616
H 1.373 -2.106 1.435
H 0.996 0.304 1.711
H -0.925 2.403 -0.738
H -2.365 1.183 1.081
H -2.377 1.193 3.679
H -2.186 2.938 3.415
H -4.457 0.014 3.060
H -5.808 0.888 2.298
H -4.464 -1.597 1.327
H -5.813 -0.770 0.513
H -3.005 -1.187 -0.650
H -4.318 -0.322 -1.453
H -4.472 -2.056 -1.133
*
```

The total energy is -36984.0387 eV. The HOMO energy comes out at -8.807 eV.

These are the Löwdin partial charges, in e, on atoms 1 to 4: -0.057, -0.273, -0.184, -0.229

***

For each record above, in turn, the calculated energy relative to the best compared isomer or geometry (same formula, charge and spin) values are 0.0; 0.0; 0.0; 10.7; 127.0; 1976.7; 2.3 kJ/mol.